[1]
{"formula": "C18H51N8O3P2", "method": "ωB97M-V/def2-TZVPD", "species": ["C", "O", "C", "C", "C", "N", "C", "C", "N", "H", "H", "H", "H", "H", "H", "H", "H", "H", "H", "H", "H", "H", "H", "H", "O", "P", "N", "C", "C", "N", "C", "C", "N", "C", "C", "H", "H", "H", "H", "H", "H", "H", "H", "H", "H", "H", "H", "H", "H", "H", "H", "H", "H", "O", "P", "N", "C", "C", "N", "C", "C", "N", "C", "C", "H", "H", "H", "H", "H", "H", "H", "H", "H", "H", "H", "H", "H", "H", "H", "H", "H", "H"], "xyz": [[0.621, 1.222, -0.631], [1.142, 1.005, 0.678], [2.521, 0.775, 0.604], [3.023, 0.336, 1.975], [4.050, 1.246, 2.642], [5.355, 1.301, 1.987], [5.648, 0.147, 1.119], [5.003, -1.169, 1.531], [3.575, -1.054, 1.994], [1.310, 1.835, -1.216], [0.522, 0.261, -1.145], [-0.349, 1.704, -0.584], [3.069, 1.661, 0.263], [2.687, -0.047, -0.112], [2.153, 0.328, 2.633], [3.597, 2.232, 2.736], [4.165, 0.893, 3.674], [5.329, 2.121, 1.396], [6.725, -0.030, 1.152], [5.429, 0.389, 0.076], [4.998, -1.797, 0.642], [5.589, -1.722, 2.260], [2.958, -1.718, 1.512], [3.552, -1.352, 2.970], [1.849, -4.326, 1.493], [1.042, -5.546, 1.131], [1.828, -6.074, -0.291], [1.383, -5.975, -1.664], [3.261, -6.302, -0.159], [-0.492, -4.783, 0.938], [-1.252, -4.791, -0.295], [-0.668, -3.508, 1.624], [0.313, -7.027, 1.445], [0.578, -8.289, 0.768], [-0.773, -7.110, 2.423], [1.747, -6.838, -2.232], [1.741, -5.064, -2.160], [0.304, -6.026, -1.764], [3.464, -7.167, 0.484], [3.778, -5.437, 0.268], [3.713, -6.512, -1.127], [-0.772, -4.201, -1.086], [-2.244, -4.369, -0.122], [-1.427, -5.809, -0.648], [-0.240, -2.665, 1.062], [-0.209, -3.525, 2.609], [-1.732, -3.315, 1.775], [-0.012, -8.362, -0.149], [0.309, -9.129, 1.409], [1.628, -8.424, 0.528], [-1.741, -7.130, 1.917], [-0.761, -6.263, 3.103], [-0.681, -8.009, 3.035], [-3.454, 4.095, -3.206], [-3.420, 4.813, -1.893], [-4.806, 5.804, -1.985], [-4.886, 7.232, -2.195], [-6.049, 5.099, -2.271], [-1.879, 5.578, -2.062], [-1.679, 7.011, -2.034], [-0.963, 4.959, -3.014], [-3.310, 4.894, -0.206], [-4.289, 5.461, 0.706], [-2.085, 4.452, 0.450], [-5.751, 7.636, -1.657], [-4.986, 7.498, -3.254], [-4.039, 7.769, -1.778], [-6.344, 4.464, -1.425], [-5.967, 4.463, -3.157], [-6.863, 5.800, -2.443], [-2.112, 7.512, -2.908], [-0.610, 7.237, -2.019], [-2.083, 7.451, -1.118], [-1.167, 5.255, -4.050], [-1.014, 3.874, -2.962], [0.066, 5.243, -2.770], [-4.153, 6.542, 0.798], [-4.181, 5.025, 1.702], [-5.311, 5.256, 0.403], [-1.452, 5.305, 0.711], [-1.515, 3.789, -0.195], [-2.301, 3.892, 1.364]], "mulliken_charge": [-0.748, -0.401, -0.802, 0.133, -1.193, -0.358, -0.712, -0.533, -0.046, 0.361, 0.320, 0.205, 0.439, 0.409, 0.543, 0.411, 0.407, 0.353, 0.407, 0.332, 0.284, 0.474, 0.272, 0.443, -0.723, 0.510, 0.323, -1.099, -1.026, 0.250, -1.132, -1.073, 0.048, -0.863, -0.985, 0.393, 0.294, 0.342, 0.333, 0.155, 0.401, 0.338, 0.391, 0.270, 0.281, 0.307, 0.395, 0.254, 0.361, 0.251, 0.312, 0.302, 0.379, -0.903, 0.797, 0.276, -1.123, -1.126, 0.253, -1.217, -1.095, 0.097, -0.882, -0.654, 0.392, 0.320, 0.347, 0.343, 0.296, 0.381, 0.348, 0.407, 0.273, 0.320, 0.331, 0.357, 0.261, 0.366, 0.246, 0.266, -0.092, 0.424], "orbital_gap_ev": 7.06, "e_tot_ha": -2062.58877, "total_charge": 1, "e_homo_ev": -9.7}

---

[2]
{"formula": "C18H52Cl2N10O10P2", "method": "ωB97M-V/def2-TZVPD", "species": ["C", "N", "C", "P", "O", "N", "C", "C", "N", "C", "C", "H", "H", "H", "H", "H", "H", "H", "H", "H", "H", "H", "H", "H", "H", "H", "H", "H", "H", "C", "N", "C", "P", "O", "N", "C", "C", "N", "C", "C", "H", "H", "H", "H", "H", "H", "H", "H", "H", "H", "H", "H", "H", "H", "H", "H", "H", "H", "C", "N", "O", "O", "H", "H", "H", "C", "N", "O", "O", "H", "H", "H", "C", "N", "O", "O", "H", "H", "H", "C", "N", "O", "O", "H", "H", "H", "Cl", "C", "C", "Cl", "H", "H", "H", "H"], "xyz": [[0.170, -4.129, -1.667], [1.387, -4.907, -1.775], [1.543, -5.755, -0.601], [2.697, -4.087, -2.471], [3.147, -2.917, -1.689], [3.898, -5.230, -2.747], [3.687, -6.641, -2.961], [5.266, -4.850, -2.360], [2.090, -3.718, -3.994], [1.379, -4.674, -4.847], [1.765, -2.326, -4.345], [-0.666, -4.688, -1.246], [-0.137, -3.720, -2.634], [0.275, -3.232, -1.040], [2.583, -6.064, -0.473], [0.976, -6.686, -0.680], [1.292, -5.356, 0.387], [2.845, -6.840, -3.623], [4.579, -7.078, -3.408], [3.470, -7.087, -1.983], [5.824, -5.687, -1.928], [5.836, -4.372, -3.152], [5.294, -4.230, -1.460], [1.256, -4.184, -5.810], [2.023, -5.543, -4.979], [0.436, -5.042, -4.436], [0.730, -2.240, -4.691], [2.311, -2.063, -5.257], [1.976, -1.555, -3.610], [0.764, 3.176, 3.277], [0.601, 1.977, 2.416], [1.596, 0.922, 2.690], [-0.852, 1.687, 1.662], [-2.057, 1.781, 2.516], [-0.889, 2.744, 0.320], [-2.197, 3.372, 0.074], [0.250, 3.611, -0.024], [-0.738, 0.202, 0.878], [0.039, -0.080, -0.305], [-1.410, -0.930, 1.501], [0.165, 3.862, 2.678], [1.797, 3.474, 3.435], [0.335, 2.995, 4.265], [1.386, 0.008, 2.136], [1.442, 0.583, 3.722], [2.621, 1.273, 2.593], [-2.190, 4.033, -0.791], [-2.926, 2.570, -0.041], [-2.496, 3.970, 0.942], [0.121, 4.132, -0.971], [0.301, 4.408, 0.730], [1.099, 2.935, 0.048], [0.962, -0.612, -0.023], [-0.450, -0.793, -0.970], [0.403, 0.802, -0.825], [-1.279, -1.841, 0.919], [-2.494, -0.802, 1.516], [-1.099, -1.006, 2.545], [3.765, 0.799, -0.593], [3.532, 0.742, -2.071], [2.385, 0.648, -2.453], [4.483, 0.907, -2.782], [3.406, -0.129, -0.151], [3.143, 1.542, -0.092], [4.800, 1.081, -0.439], [-2.069, 6.048, 2.824], [-2.034, 7.004, 3.980], [-1.994, 6.556, 5.099], [-1.927, 8.181, 3.684], [-2.741, 6.435, 2.063], [-2.523, 5.142, 3.226], [-1.093, 5.844, 2.397], [-2.351, 1.380, 5.837], [-3.246, 2.538, 6.125], [-4.366, 2.203, 6.469], [-2.856, 3.679, 5.982], [-1.334, 1.772, 5.777], [-2.498, 1.032, 4.814], [-2.450, 0.565, 6.542], [-5.106, 0.746, 1.707], [-4.859, 0.105, 3.027], [-4.280, -0.961, 3.076], [-5.244, 0.733, 3.990], [-4.734, 1.762, 1.814], [-6.174, 0.838, 1.529], [-4.568, 0.148, 0.979], [-2.210, 0.325, -3.560], [-1.622, 2.038, -3.384], [-2.641, 2.948, -4.119], [-4.172, 3.146, -3.199], [-0.670, 1.986, -3.904], [-1.508, 2.239, -2.323], [-2.788, 2.490, -5.091], [-2.192, 3.934, -4.211]], "mulliken_charge": [-1.443, 0.365, -1.081, 0.297, -0.836, 0.322, -0.975, -1.207, 0.155, -0.935, -0.883, 0.508, 0.258, 0.475, 0.379, 0.310, 0.320, 0.238, 0.442, 0.308, 0.458, 0.298, 0.339, 0.482, 0.218, 0.280, 0.446, 0.348, 0.101, -0.646, 0.671, -0.943, -0.428, -0.733, 0.584, -0.797, -0.845, 0.530, -0.721, -0.637, 0.024, 0.317, 0.116, 0.252, 0.284, 0.293, 0.461, 0.241, -0.102, 0.381, 0.223, 0.177, 0.295, 0.218, 0.243, 0.255, -0.071, 0.313, -0.618, 0.951, -0.485, -0.567, 0.274, 0.054, 0.410, -0.563, 0.937, -0.511, -0.576, 0.313, 0.159, 0.262, -0.468, 0.968, -0.532, -0.555, 0.202, 0.043, 0.312, -0.702, 1.063, -0.576, -0.560, 0.167, 0.362, 0.263, -0.212, 0.323, -0.502, -0.179, 0.349, -0.474, 0.404, 0.325], "smiles": "CN(C)P(=O)(N(C)C)N(C)C.CN(C)P(=O)(N(C)C)N(C)C.C[N+](=O)[O-].C[N+](=O)[O-].C[N+](=O)[O-].C[N+](=O)[O-].ClCCCl", "orbital_gap_ev": 8.87, "e_tot_ha": -3619.76180, "e_homo_ev": -8.8}

---

[3]
{"formula": "C18H52FeO9", "method": "ωB97M-V/def2-TZVPD", "species": ["Fe", "C", "C", "O", "H", "H", "H", "H", "H", "C", "C", "O", "H", "H", "H", "H", "H", "C", "C", "O", "H", "H", "H", "H", "H", "H", "C", "C", "O", "H", "H", "H", "H", "H", "H", "C", "C", "O", "H", "H", "H", "H", "H", "H", "C", "C", "O", "H", "H", "H", "H", "H", "H", "C", "C", "O", "H", "H", "H", "H", "H", "H", "C", "C", "O", "H", "H", "H", "H", "H", "H", "C", "C", "O", "H", "H", "H", "H", "H", "H"], "xyz": [[0.015, 3.227, -0.724], [-0.436, -1.138, -0.238], [0.233, -0.001, 0.526], [0.013, 1.329, 0.116], [-0.096, -2.043, 0.266], [-0.160, -1.174, -1.292], [-1.521, -1.070, -0.161], [1.310, -0.160, 0.591], [0.008, -0.068, 1.590], [3.422, 1.257, -1.780], [3.216, 2.801, -1.835], [1.894, 3.165, -1.554], [3.297, 1.007, -0.727], [4.441, 0.948, -2.015], [2.803, 0.646, -2.438], [3.526, 3.184, -2.807], [3.846, 3.221, -1.051], [3.499, -2.936, -0.407], [4.954, -2.546, -0.212], [5.707, -2.973, -1.338], [3.306, -4.007, -0.343], [3.125, -2.602, -1.375], [2.787, -2.602, 0.348], [5.315, -3.059, 0.679], [5.134, -1.498, 0.026], [6.554, -3.216, -0.956], [2.671, 2.870, 2.064], [1.294, 3.527, 2.132], [0.991, 4.287, 0.895], [2.728, 2.307, 2.996], [3.510, 3.562, 1.983], [2.777, 2.118, 1.283], [1.309, 4.171, 3.011], [0.475, 2.836, 2.330], [1.595, 5.031, 0.956], [-1.167, -4.488, -2.761], [-1.551, -3.131, -3.313], [-2.431, -3.355, -4.405], [-0.466, -4.417, -1.930], [-0.657, -5.180, -3.432], [-2.062, -5.025, -2.447], [-0.621, -2.609, -3.541], [-1.999, -2.568, -2.495], [-3.197, -2.778, -4.370], [-0.314, 0.462, -3.619], [-0.498, 2.018, -3.693], [-0.891, 2.536, -2.399], [0.421, 0.282, -2.834], [0.050, 0.072, -4.569], [-1.260, -0.017, -3.367], [-1.264, 2.141, -4.459], [0.438, 2.476, -4.014], [-1.826, 2.318, -2.431], [1.521, -0.398, 4.208], [0.097, -0.454, 4.832], [0.020, -1.578, 5.744], [1.815, -1.383, 3.843], [2.162, -0.013, 5.001], [1.564, 0.281, 3.357], [-0.612, -0.473, 4.005], [-0.070, 0.452, 5.415], [-0.894, -1.685, 6.018], [-3.253, -1.196, 2.479], [-3.773, -0.171, 3.433], [-4.393, -0.909, 4.453], [-3.985, -1.920, 2.120], [-2.320, -1.684, 2.758], [-2.926, -0.590, 1.635], [-4.501, 0.489, 2.961], [-2.937, 0.450, 3.754], [-5.117, -1.484, 4.194], [-3.875, 0.712, -0.428], [-4.342, 1.842, -1.410], [-3.564, 2.016, -2.556], [-4.544, 0.576, 0.422], [-2.913, 0.996, -0.002], [-3.781, -0.226, -0.975], [-4.379, 2.803, -0.897], [-5.366, 1.659, -1.737], [-3.886, 2.748, -3.087]], "mulliken_charge": [-0.168, -0.556, 0.254, 0.115, 0.504, -0.055, -0.142, 0.082, -0.337, -0.489, -0.600, -0.346, -0.143, 0.432, 0.150, 0.335, 0.275, -0.881, -0.299, -0.516, 0.388, 0.258, 0.159, 0.338, 0.248, 0.309, -0.669, -0.211, -0.153, 0.271, 0.421, -0.142, 0.370, 0.183, 0.266, -1.237, 0.579, -0.571, 0.290, 0.345, 0.325, 0.083, -0.116, 0.328, -0.480, -0.672, 0.138, -0.176, 0.452, 0.246, 0.299, 0.388, 0.279, -0.673, 0.370, -0.562, 0.306, 0.367, -0.153, -0.281, 0.299, 0.301, -0.488, -0.261, -0.553, 0.435, 0.261, -0.211, 0.280, 0.225, 0.334, -0.387, -0.644, -0.578, 0.337, -0.117, 0.222, 0.366, 0.376, 0.274], "spin_multiplicity": 7, "orbital_gap_ev": [5.30, 7.33], "e_tot_ha": -2657.59237, "e_homo_ev": [-4.9, -8.3]}